# 1
A molecular structure, C28H41GeIN8OTeW. Source: OMol25; level of theory: ωB97M-V with the def2-TZVPD basis set.

## Properties
LUMO energy = -0.2032 Ha
Net charge = +2
Kohn-Sham gap = 6.81 eV
Multiplicity = 1
Total energy = -117394.716 eV

Structure (XYZ):
```
82
C28H41GeIN8OTeW ωB97M-V with the def2-TZVPD basis set
W -0.69 0.29 0.45
C 4.25 0.24 0.53
N 3.55 1.51 0.75
C 4.39 2.67 1.06
C 2.22 1.55 0.75
N 1.46 0.48 0.79
N 1.64 2.80 0.66
C 0.42 3.11 1.22
N 0.19 4.41 1.48
N -0.42 2.17 1.48
H 5.23 0.46 0.11
H 3.70 -0.37 -0.19
H 4.38 -0.31 1.46
H 5.30 2.33 1.54
H 3.88 3.33 1.76
H 4.66 3.22 0.16
H 2.02 -0.33 1.02
H 2.21 3.55 0.30
H 0.92 5.11 1.44
H -0.75 4.71 1.65
H -1.23 2.50 2.00
C -4.23 -1.29 -1.91
C -3.82 -2.53 -2.37
C -2.57 -2.99 -2.01
C -1.76 -2.19 -1.21
N -2.13 -0.96 -0.80
C -3.36 -0.54 -1.14
C -0.50 -2.66 -0.65
C 0.05 -3.90 -0.95
C 1.16 -4.35 -0.26
C 1.64 -3.57 0.77
C 1.06 -2.35 1.02
N 0.04 -1.84 0.29
H -5.20 -0.89 -2.14
H -4.47 -3.14 -2.99
H -2.23 -3.96 -2.32
H -3.65 0.43 -0.77
H -0.39 -4.51 -1.73
H 1.60 -5.31 -0.50
H 2.46 -3.90 1.40
H 1.38 -1.76 1.86
C 2.16 0.15 4.02
Ge 0.21 0.32 4.19
C -0.41 -0.84 5.62
C -0.21 2.18 4.61
C -0.64 -0.37 2.53
H 2.60 0.34 5.00
H 2.58 0.88 3.32
H 2.48 -0.85 3.72
H 0.08 -0.58 6.56
H -0.20 -1.89 5.40
H -1.49 -0.73 5.77
H 0.04 2.35 5.66
H -1.28 2.39 4.50
H 0.36 2.89 4.02
H -0.64 -1.46 2.63
C 1.34 -0.99 -2.86
Te 0.61 0.84 -2.04
C -0.93 0.68 -3.50
C -0.84 -0.71 -4.07
C -1.83 -1.18 -4.93
C -1.74 -2.46 -5.46
C -0.66 -3.27 -5.14
C 0.33 -2.80 -4.30
C 0.25 -1.52 -3.76
H 1.60 -1.69 -2.06
H 2.25 -0.76 -3.41
H -0.77 1.45 -4.26
H -1.89 0.87 -3.00
H -2.67 -0.54 -5.18
H -2.51 -2.82 -6.13
H -0.58 -4.26 -5.57
H 1.19 -3.42 -4.07
N -1.37 3.55 -1.39
C -2.18 2.87 -0.46
O -1.97 1.54 -0.47
C -3.03 3.47 0.37
I -2.76 0.03 2.52
H -1.44 3.14 -2.32
H -1.61 4.53 -1.46
H -3.26 4.52 0.26
H -3.57 2.89 1.11
```

# 2
6 unconnected molecules or ions with the total composition C28H41IN10O5P. Source: OMol25; level of theory: ωB97M-V with the def2-TZVPD basis set.

## Properties
LUMO energy = -0.1136 Ha
Net charge = +1
Kohn-Sham gap = 6.41 eV
Multiplicity = 1
Total energy = -72223.847 eV

Structure (XYZ):
```
86
C28H41IN10O5P ωB97M-V with the def2-TZVPD basis set
C 0.23 3.65 -8.41
N 0.01 2.24 -8.77
C 0.16 1.36 -7.65
N -0.84 1.59 -6.59
C -0.44 1.60 -5.31
N -1.22 1.92 -4.27
C -0.46 1.80 -3.19
C -1.01 2.12 -1.84
C -0.39 1.39 -0.66
O 0.60 1.72 -0.11
I -1.49 -0.30 0.02
N 0.78 1.42 -3.51
C 1.98 1.13 -2.70
C 3.21 1.03 -3.58
O 3.17 -0.09 -4.45
N 0.79 1.28 -4.87
P -2.56 1.80 -6.80
O -3.31 0.76 -6.11
O -2.81 3.29 -6.34
O -2.68 1.87 -8.36
H 1.21 3.82 -7.95
H 0.14 4.26 -9.31
H -0.54 3.99 -7.72
H 0.75 1.99 -9.43
H 1.15 1.50 -7.19
H 0.10 0.32 -7.98
H -0.88 3.19 -1.64
H -2.08 1.92 -1.89
H 2.12 1.93 -1.98
H 1.80 0.19 -2.17
H 4.10 1.05 -2.95
H 3.25 1.90 -4.25
H 3.40 -0.90 -3.98
H 1.59 0.93 -5.37
H -2.91 3.33 -5.37
H -3.52 1.48 -8.64
N -5.99 2.67 -1.60
C -5.47 1.85 -2.57
C -4.57 2.57 -3.30
C -4.54 3.89 -2.75
C -5.43 3.91 -1.71
H -6.67 2.40 -0.92
H -5.78 0.82 -2.66
H -4.01 2.19 -4.13
H -3.95 4.72 -3.09
H -5.71 4.70 -1.03
N 0.41 -2.41 2.76
C 1.21 -3.28 2.06
C 1.66 -4.23 2.94
C 1.12 -3.91 4.22
C 0.35 -2.79 4.07
H -0.05 -1.62 2.36
H 1.38 -3.16 1.01
H 2.31 -5.05 2.70
H 1.28 -4.46 5.13
H -0.22 -2.23 4.79
N -1.91 3.03 1.98
C -3.08 2.40 2.31
C -4.00 3.37 2.62
C -3.36 4.63 2.46
C -2.08 4.39 2.07
H -1.06 2.57 1.72
H -3.16 1.33 2.31
H -5.02 3.19 2.93
H -3.80 5.60 2.63
H -1.27 5.06 1.85
N 2.02 -6.07 7.63
C 3.05 -6.69 6.97
C 2.77 -8.02 6.92
C 1.52 -8.22 7.57
C 1.08 -7.00 8.00
H 1.94 -5.09 7.83
H 3.89 -6.13 6.59
H 3.38 -8.78 6.46
H 1.00 -9.16 7.71
H 0.19 -6.71 8.53
N 4.20 -3.28 7.56
C 5.35 -2.97 6.89
C 5.66 -1.66 7.19
C 4.65 -1.18 8.06
C 3.77 -2.20 8.27
H 3.75 -4.17 7.52
H 5.86 -3.69 6.27
H 6.51 -1.12 6.82
H 4.59 -0.19 8.50
H 2.87 -2.25 8.87
```

# 3
A molecular structure, C28H41N7OPt. Source: OMol25; level of theory: ωB97M-V with the def2-TZVPD basis set.

## Properties
LUMO energy (spin up / spin down) = -0.1775 / -0.2702 Ha
Net charge = +2
Kohn-Sham gap (spin up / spin down) = 8.23 / 6.80 eV
Multiplicity = 5
Total energy = -45409.971 eV

Structure (XYZ):
```
78
C28H41N7OPt ωB97M-V with the def2-TZVPD basis set
Pt -0.39 -0.42 0.08
C 0.94 0.34 4.91
N -0.31 -0.29 4.45
C -1.47 -0.21 5.34
C -2.64 -0.55 4.43
N -2.05 -0.40 3.09
C -2.86 -0.70 1.92
C -0.70 -0.41 3.16
N 0.10 -0.54 2.11
C 1.49 -0.98 2.28
C 1.95 -1.75 1.07
N 1.69 -0.93 -0.12
C 2.45 -0.85 -1.19
N 2.12 -0.04 -2.24
C 0.81 0.50 -2.49
C 2.99 -0.33 -3.39
C 4.18 -0.98 -2.73
N 3.62 -1.48 -1.47
C 4.53 -2.19 -0.57
H 0.71 0.91 5.81
H 1.33 1.03 4.17
H 1.70 -0.40 5.17
H -1.56 0.80 5.75
H -1.37 -0.91 6.17
H -3.48 0.12 4.55
H -2.99 -1.58 4.57
H -3.89 -0.49 2.17
H -2.78 -1.74 1.61
H -2.60 -0.04 1.09
H 1.60 -1.63 3.15
H 2.16 -0.12 2.40
H 1.40 -2.70 1.00
H 2.99 -1.97 1.22
H 0.45 1.08 -1.63
H 0.07 -0.26 -2.77
H 0.89 1.21 -3.31
H 3.24 0.60 -3.91
H 2.49 -1.00 -4.10
H 4.99 -0.27 -2.54
H 4.58 -1.81 -3.31
H 5.40 -2.48 -1.16
H 4.09 -3.10 -0.18
H 4.89 -1.56 0.25
C -1.77 -4.29 -1.49
C -2.78 -3.31 -2.01
C -3.87 -3.69 -2.74
C -4.79 -2.74 -3.21
C -4.62 -1.37 -2.94
C -3.55 -0.92 -2.22
C -3.37 0.54 -1.91
C -2.60 -1.90 -1.73
N -1.55 -1.55 -1.03
H -2.01 -5.31 -1.82
H -1.76 -4.29 -0.39
H -0.76 -4.04 -1.82
H -4.02 -4.74 -2.96
H -5.64 -3.06 -3.79
H -5.34 -0.66 -3.32
H -3.91 1.16 -2.63
H -2.33 0.85 -1.92
H -3.76 0.78 -0.91
C -1.65 4.15 -0.44
C -0.56 3.17 -0.11
O -0.87 2.04 0.26
C 0.86 3.60 -0.24
C 1.19 4.86 -0.73
C 2.52 5.24 -0.84
C 3.52 4.36 -0.47
C 3.20 3.10 0.02
C 1.88 2.72 0.13
H -2.62 3.68 -0.30
H -1.56 4.49 -1.48
H -1.58 5.03 0.20
H 0.41 5.56 -1.02
H 2.77 6.23 -1.22
H 4.56 4.67 -0.56
H 3.99 2.42 0.31
H 1.62 1.75 0.52
```